Entry 1:
Computed, not measured: C26H33CrFNTe as an isolated structure, with ωB97M-V/def2-TZVPD.

Values from the calculation:
Total energy ... -67413.245 eV
Total charge ... +1
Frontier orbital gap (spin up / spin down) ... 6.67 / 7.32 eV
Multiplicity ... 5
Energy relative to the best compared isomer or geometry (same formula, charge and spin) ... 51.77 kJ/mol
E_LUMO (spin up / spin down) ... -3.523 / -3.222 eV
Highest occupied orbital energy (spin up / spin down) ... -10.20 / -10.54 eV

Structure (XYZ):
```
63
C26H33CrFNTe ωB97M-V/def2-TZVPD
H 0.4941 -4.1056 -4.0674
H 4.1968 0.4328 -5.4116
H 3.5244 -1.7397 -4.4557
C -2.2068 -0.1986 -1.4430
C 1.3758 1.4247 -3.7885
H -1.2801 -0.2090 -4.6658
H 1.3071 -2.9966 -5.1781
C 1.0387 -4.4445 1.3244
H 0.9285 -2.1882 -0.8981
C 2.9310 -0.8542 -4.2597
C -1.9108 -0.2530 -3.7873
H -0.2458 -2.5513 -4.4641
H -0.4993 4.0874 -2.4760
H -4.1583 -0.4547 -0.6254
H 0.6847 -3.7450 -1.5916
H -2.4386 -4.8665 1.7576
H 2.3752 -2.9149 -2.9510
H 0.1371 -0.0730 3.0939
H 2.1427 -1.1554 2.1222
H 2.8011 2.4206 -5.0279
N -0.0073 0.1051 -2.2386
C -4.1048 -0.5277 -2.7946
H -1.8134 -4.6096 0.1047
H 1.3244 3.5103 -3.8299
H -0.5482 2.1834 2.3326
Cr 0.6064 -0.0651 -0.4532
H -5.1676 -0.6853 -2.9064
H -3.7058 -0.5679 -4.8941
C 0.5994 -2.6824 -1.8292
H 0.7375 3.3298 0.5649
C 1.0487 2.3535 0.9091
H -0.4614 -2.4620 -1.9526
H 0.7131 -5.0203 0.4615
C 0.7038 -3.0545 -4.2735
C 2.5197 1.4748 -4.5797
C -2.1164 -4.1281 1.0310
H 0.2087 2.6850 -5.8783
C 1.4201 -2.3983 -3.0829
C 1.7887 -0.9697 -3.4677
H -1.1420 2.0881 -4.9069
C -0.2077 3.0359 -2.4569
C 1.8413 -0.1694 1.7928
H 0.3958 2.8746 -1.5644
C 1.0263 0.1869 -3.2032
C 0.3260 1.7094 1.9084
C -1.3273 -0.1003 -2.5237
C 0.7127 0.4449 2.3389
C -3.2775 -0.4583 -3.9066
H 1.2149 -5.1072 2.1653
C -0.3444 2.8300 -4.9505
C 2.5850 0.4861 0.8060
F -1.5899 -0.0908 -0.1789
H -1.1194 2.4463 -2.3669
H -2.9256 -3.4332 0.8216
C 0.5744 2.7201 -3.7277
H 3.4521 0.0069 0.3673
H 1.9581 -3.9214 1.0689
Te -0.4709 -3.0048 1.7890
H -0.8119 3.8155 -4.9810
C 2.1804 1.7481 0.3535
C -3.5559 -0.3997 -1.5219
C 3.3044 0.3572 -4.8046
H 2.7359 2.2367 -0.4368
```


Entry 2:
Computed, not measured: a 2-piece molecular cluster, C3H8O3 overall, with ωB97M-V/def2-TZVPD.

Values from the calculation:
Total energy ... -9382.266 eV
Total charge ... 0
Frontier orbital gap ... 10.43 eV
Energy relative to the best compared isomer or geometry (same formula, charge and spin) ... 148.21 kJ/mol
E_LUMO ... 0.622 eV
SMILES ... O=CO.CCO
Highest occupied orbital energy ... -9.81 eV

Structure (XYZ):
```
14
C3H8O3 ωB97M-V/def2-TZVPD
C 2.4175 0.0813 0.2376
O 1.4309 0.3510 0.8473
C -1.5505 0.1581 -0.2115
H -2.9806 1.7949 0.1532
H -0.7941 0.8051 -0.6933
H -1.0589 -0.6105 0.3819
H -1.6912 1.6524 1.3707
H 3.3440 0.6340 0.0558
H -3.0107 -0.1363 -1.4682
H -2.9291 0.4302 1.3321
O -2.1734 -0.5876 -1.2667
O 2.6494 -1.2366 -0.0824
H 3.0953 -1.3428 -0.9401
C -2.3395 1.0997 0.6953
```


Entry 3:
Computed, not measured: C25H21BrN8O4Ti as an isolated structure, with ωB97M-V/def2-TZVPD.

Values from the calculation:
Total energy ... -139522.568 eV
Total charge ... +2
Frontier orbital gap (spin up / spin down) ... 7.04 / 8.23 eV
Multiplicity ... 3
Energy relative to the best compared isomer or geometry (same formula, charge and spin) ... 15.63 kJ/mol
E_LUMO (spin up / spin down) ... -5.684 / -5.889 eV
Highest occupied orbital energy (spin up / spin down) ... -12.72 / -14.12 eV

Structure (XYZ):
```
60
C25H21BrN8O4Ti ωB97M-V/def2-TZVPD
H 4.2779 0.8170 2.4431
C -3.3164 1.5826 -1.5293
N 2.3526 -0.9597 4.3438
C -2.8137 2.7422 1.2489
N 2.2152 0.7201 1.1994
H 3.7101 -0.6560 5.9109
H 2.3153 -1.6477 6.3046
C -2.1096 1.5074 -0.8395
H 1.3630 -4.5042 -2.0471
H -3.1530 3.9075 3.0168
H 0.8406 2.5230 2.2890
C 3.0506 -1.4356 5.5328
C 0.3786 0.3734 -3.2100
H 2.2385 -0.2743 -5.9433
C 2.8773 -0.2213 3.3799
H 3.6200 -2.3398 5.3199
C -1.8540 2.0732 0.5082
C 2.9741 0.0229 -3.9485
H 1.9204 -2.2141 -1.2871
Ti 0.6203 0.3332 -0.0988
H 4.0184 -0.0936 -4.2001
H -2.7423 -3.6510 -1.1117
N 4.0851 0.2740 3.2776
C -0.7399 -4.2499 -1.6461
H 3.3360 0.3220 -1.8382
C 0.8011 -0.6611 2.6575
C -0.9823 0.6789 -2.7128
N 1.3369 0.4416 -2.2656
H -2.0238 -1.4051 -0.3946
O -6.3439 2.5693 -2.1086
C -1.2941 -2.1118 -0.7737
C 2.6060 0.2701 -2.6341
N -0.5727 1.9752 0.9076
N 1.9513 0.0169 2.4018
N -0.0215 -1.6982 -0.8253
C -1.0990 3.3092 2.8128
H -3.8378 2.7962 0.9090
Br -1.2240 -5.9657 -2.2064
H -0.1264 0.0488 -5.2720
C -3.2521 1.1538 -2.8259
O -7.2692 2.4823 -4.2307
H -4.2215 1.9789 -1.0919
H 0.2586 -0.9881 4.7215
H 0.8867 -2.4286 3.8857
H -2.1400 0.4736 -4.5423
C 0.5856 -3.8434 -1.6921
C -2.1375 0.7293 -3.4926
O -0.1313 -0.6591 1.8715
O 2.3651 -0.2792 0.2053
N -1.0125 1.0021 -1.4175
C -0.2081 2.5953 2.0317
C 0.9835 -1.3463 3.9889
H -0.7522 3.8153 3.7023
C 1.9872 -0.0728 -4.9109
H 4.8099 0.1017 3.9537
C 0.8964 -2.5650 -1.2727
C 0.6624 0.1059 -4.5362
C -1.7015 -3.3682 -1.1719
C -2.4277 3.3663 2.4245
C -6.8164 2.5311 -3.1713
```


Entry 4:
Computed, not measured: a 2-piece molecular cluster, C6H14N2O2 overall, with ωB97M-V/def2-TZVPD.

Values from the calculation:
Total energy ... -13524.766 eV
Total charge ... 0
Frontier orbital gap ... 10.40 eV
Energy relative to the best compared isomer or geometry (same formula, charge and spin) ... 82.80 kJ/mol
E_LUMO ... 0.840 eV
SMILES ... CNC(C)=O.CNC(C)=O
Highest occupied orbital energy ... -9.56 eV

Structure (XYZ):
```
24
C6H14N2O2 ωB97M-V/def2-TZVPD
N 1.1691 -1.4681 1.7461
H 0.6337 1.4029 -0.1707
H -2.9595 0.5335 -1.7075
H 1.5801 2.1608 -1.5480
H -1.8020 -1.0043 1.1850
H 2.2119 -0.1225 0.4856
C -2.1835 -0.0060 -2.2420
O 0.2953 0.6321 1.8060
H 0.8063 -2.3502 1.4241
H -1.7177 -0.8745 2.9533
H 2.5725 -1.7822 0.2930
C 0.6462 2.1008 -1.0054
H -1.1369 -2.3221 2.1322
H -2.4098 -1.0595 -2.1610
C 0.1379 -0.5644 1.8857
C -1.2092 -1.2376 2.0660
H -1.2621 2.2565 -1.7689
H 0.3878 3.0494 -0.5322
N -0.4619 1.6502 -1.8762
H -2.4523 0.2520 -3.2760
H 3.2848 -0.8816 1.5983
O 0.0170 -0.5449 -1.5211
C 2.3616 -1.0346 1.0428
C -0.7743 0.3203 -1.8432
```


Entry 5:
Computed, not measured: a 2-piece molecular cluster, C4H12N2O2 overall, with ωB97M-V/def2-TZVPD.

Values from the calculation:
Total energy ... -11415.323 eV
Total charge ... 0
Frontier orbital gap ... 9.20 eV
Energy relative to the best compared isomer or geometry (same formula, charge and spin) ... 375.71 kJ/mol
E_LUMO ... 0.523 eV
SMILES ... C[C@@H](C=O)NCN.O
Highest occupied orbital energy ... -8.68 eV

Structure (XYZ):
```
20
C4H12N2O2 ωB97M-V/def2-TZVPD
C -1.6501 -0.0045 0.5476
H 0.4920 0.7634 -0.8762
C 1.6683 -0.6792 0.1179
H -1.7026 -1.0130 0.2842
C -0.2880 0.8104 1.0342
O 1.1949 -1.1689 -3.1372
N 1.1364 -1.8980 0.7275
H 0.2217 2.8837 0.9231
H -0.1846 0.3927 2.0881
N 0.8149 0.5151 0.1349
H 2.5954 -0.3911 0.6597
H -1.5481 2.6460 1.4211
H 0.8841 -1.5989 -2.3064
H 1.7408 -2.8132 0.5136
H 0.3653 -0.7722 -3.3137
H 0.6983 -1.9157 1.6989
O -2.7503 0.6124 0.4541
C -0.6846 2.2701 0.8595
H -1.1290 2.4479 -0.1070
H 2.0772 -0.8781 -0.9122
```